Record 1
This record from the Open Molecules 2025 dataset describes C6H13P in the gas phase. The level of theory is ωB97M-V with the def2-TZVPD basis set.

Last column: natural (NBO) charge in e.
Cartesian coordinates (Å):
C: -0.339929 -0.496051 -0.753495  -0.40
C: 0.436423 0.346795 0.278749  -0.28
C: 1.883730 -0.051590 0.432054  -0.16
C: -1.597000 -1.161040 -0.195369  -0.67
C: 0.346768 1.836116 -0.064930  -0.60
C: 2.369091 -1.278295 0.391403  -0.40
P: -2.979799 -0.040290 0.347684  0.30
H: -0.616437 0.136671 -1.600220  0.20
H: 0.304740 -1.285101 -1.143814  0.21
H: -0.031638 0.193733 1.262402  0.21
H: 2.556382 0.775883 0.634084  0.19
H: -1.346034 -1.796045 0.661767  0.22
H: 0.828002 2.439091 0.700462  0.21
H: -0.690313 2.154253 -0.146381  0.21
H: 0.838404 2.030117 -1.016416  0.20
H: 1.754601 -2.147876 0.213679  0.19
H: 3.420090 -1.469944 0.537011  0.20
H: -2.030195 -1.817508 -0.958323  0.23
H: -2.888371 0.834604 -0.733422  -0.04
H: -2.218508 0.796486 1.153068  -0.04

Atoms 1-2, force components in eV/Å:
-0.0020 -0.1961 0.2132
-0.0915 0.1062 -0.1335

- Gap between HOMO and LUMO: 10.4 eV
- LUMO energy: 1.12 eV
- Spin multiplicity: 1
- Energy relative to the best compared isomer or geometry (same formula, charge and spin): 12.9 kcal per mole

Record 2
This record from the Open Molecules 2025 dataset describes 2 unconnected molecules or ions with the total composition C6H13P in a non-equilibrium geometry. The level of theory is ωB97M-V with the def2-TZVPD basis set.

Last column: natural (NBO) charge in e.
Cartesian coordinates (Å):
C: -2.800454 -0.283805 2.923357  -0.98
C: 1.191490 -1.321906 -0.268757  -0.61
C: -0.354229 0.022054 -1.715619  -0.60
C: 1.812860 1.013869 -1.174223  -0.59
C: 0.031483 0.704386 0.618900  -0.29
C: 0.638731 0.142765 -0.631928  -0.15
P: -2.578532 -0.819021 1.426198  0.52
H: -3.687119 -0.541725 3.513779  0.23
H: -2.330992 0.504409 3.616667  0.24
H: 0.329501 -1.968406 0.151604  0.21
H: 1.987472 -1.404250 0.507728  0.22
H: 1.553716 -1.862237 -1.167034  0.21
H: -0.861912 0.987097 -1.883584  0.21
H: -1.012457 -0.740860 -1.297447  0.22
H: 0.119306 -0.244367 -2.760493  0.21
H: 1.300481 1.938602 -1.712918  0.20
H: 2.529117 1.435517 -0.506796  0.22
H: 2.238031 0.391983 -1.995707  0.21
H: 0.595725 0.558895 1.550400  0.16
H: -0.702219 1.487000 0.805874  0.18

Atoms 1-2, force components in eV/Å:
-0.5133 1.8895 2.9274
-1.2126 -0.6676 0.4305

- Gap between HOMO and LUMO (alpha / beta): 7.4 / 8.9 eV
- LUMO energy (alpha / beta): 0.37 / -1.06 eV
- Spin multiplicity: 3
- Energy relative to the best compared isomer or geometry (same formula, charge and spin): 3.4 kcal per mole

Record 3
This record from the Open Molecules 2025 dataset describes 2 unconnected molecules or ions with the total composition C6H13PS in a non-equilibrium geometry. The level of theory is ωB97M-V with the def2-TZVPD basis set.

Last column: natural (NBO) charge in e.
Cartesian coordinates (Å):
C: -0.972657 -1.701446 -1.735237  -0.06
C: 0.116625 -1.090055 -1.451269  -0.63
C: 1.943792 1.201877 -1.290779  -0.64
C: -1.201569 -3.057637 -2.187875  -0.66
C: 2.300607 2.565305 -0.906809  -0.65
C: -2.193234 1.027080 2.467789  -0.85
P: 0.420959 0.550593 -0.993164  1.15
S: -1.185493 1.725752 -0.901673  -0.57
H: -1.830775 -1.033639 -1.735904  0.22
H: 0.975372 -1.679851 -1.346349  0.22
H: 2.705697 0.453993 -1.546537  0.23
H: -0.592270 -3.241096 -3.178266  0.23
H: -2.213884 -3.360089 -2.405174  0.23
H: -0.751856 -3.749494 -1.505870  0.23
H: 3.311810 2.655695 -0.236464  0.21
H: 1.494465 2.942103 -0.294973  0.24
H: 2.493486 3.214386 -1.801984  0.23
H: -3.150397 1.425091 1.949456  0.21
H: -2.462895 1.342009 3.436971  0.21
H: -1.266522 1.339728 2.096386  0.22
H: -2.387179 -0.046050 2.422228  0.21

Atoms 1-2, force components in eV/Å:
-3.8606 1.4399 -0.8284
2.9867 0.0177 0.9234

- Gap between HOMO and LUMO: 7.6 eV
- LUMO energy: -0.39 eV
- Spin multiplicity: 1
- Energy relative to the best compared isomer or geometry (same formula, charge and spin): 28.4 kcal per mole

Record 4
This record from the Open Molecules 2025 dataset describes 2 unconnected molecules or ions with the total composition C6H14 in a non-equilibrium geometry. The level of theory is ωB97M-V with the def2-TZVPD basis set.

Last column: natural (NBO) charge in e.
Cartesian coordinates (Å):
C: -0.871377 0.943330 1.445340  -0.60
C: -2.104425 1.124612 2.272834  -0.42
C: -1.837491 1.072176 3.757995  -0.63
H: -0.583344 -0.131780 1.259490  0.19
H: -1.081409 1.375639 0.440290  0.20
H: 0.046875 1.593368 1.672501  0.21
H: -2.555656 2.056651 1.867098  0.21
H: -2.815843 0.312693 2.006668  0.21
H: -1.969721 0.142799 4.339773  0.22
H: -2.500305 1.727363 4.312794  0.22
H: -0.816037 1.307092 4.037332  0.21
C: 1.156548 -0.607806 -3.682479  -0.70
C: 1.728526 -1.759643 -2.779673  0.18
C: 3.019265 -1.762992 -2.223497  -0.07
H: 0.126538 -0.819012 -3.911552  0.27
H: 1.859327 -0.376007 -4.573121  0.30
H: 1.022101 0.271996 -3.197424  0.29
H: 1.080201 -2.556850 -2.494083  0.24
H: 3.304579 -2.530520 -1.553151  0.24
H: 3.791645 -1.383110 -2.997135  0.25

Atoms 1-2, force components in eV/Å:
1.9145 0.2791 -2.2890
-0.6193 -0.5421 -0.3980

- Gap between HOMO and LUMO (alpha / beta): 6.9 / 3.8 eV
- LUMO energy (alpha / beta): -6.21 / -9.31 eV
- Spin multiplicity: 2
- Total charge: +1
- Energy relative to the best compared isomer or geometry (same formula, charge and spin): 35.8 kcal per mole

Record 5
This record from the Open Molecules 2025 dataset describes a molecular structure, C6H14AgFN2O2Pt in a non-equilibrium geometry. The level of theory is ωB97M-V with the def2-TZVPD basis set.

Last column: natural (NBO) charge in e.
Cartesian coordinates (Å):
Ag: -3.210586 -1.287547 2.998707  0.98
Pt: -0.431126 -4.674557 4.777547  0.92
F: -0.092886 -2.373617 2.911857  -0.90
C: -2.199156 -1.857787 -2.130053  0.54
O: -2.944196 -1.079087 -1.550863  -0.66
N: -2.086296 -2.077127 -3.456603  -0.42
C: -1.044506 -2.989237 -3.969293  -0.42
C: -2.920326 -1.425747 -4.416893  -0.43
H: -1.398936 -2.401467 -1.604453  0.10
H: -1.361686 -3.792687 -4.634113  0.22
H: -0.354926 -3.417367 -3.241773  0.22
H: -0.415706 -2.457277 -4.683253  0.20
H: -3.899056 -1.059897 -4.106513  0.24
H: -2.472436 -0.552237 -4.890673  0.20
H: -3.062066 -2.100477 -5.261133  0.21
C: 1.951084 2.463613 4.229787  0.45
O: 1.989874 3.328803 5.101557  -0.30
N: 2.314454 2.757493 2.969907  -0.05
C: 2.282784 1.684143 1.964107  -0.47
C: 2.680914 4.111313 2.555037  -0.49
H: 1.617144 1.429403 4.406147  0.18
H: 2.319094 0.744213 2.514847  0.25
H: 3.068904 1.678223 1.209067  0.29
H: 1.457794 1.770743 1.257007  0.29
H: 2.432954 4.979633 3.165467  0.29
H: 3.697964 4.122303 2.163157  0.28
H: 2.080924 4.476233 1.721407  0.28

Atoms 1-2, force components in eV/Å:
0.6738 -0.2391 -0.3487
0.3570 1.1105 -1.0571

- Gap between HOMO and LUMO (alpha / beta): 4.3 / 2.5 eV
- LUMO energy (alpha / beta): -8.81 / -10.51 eV
- Spin multiplicity: 3
- Total charge: +2
- Energy relative to the best compared isomer or geometry (same formula, charge and spin): 0.0 kcal per mole

Record 6
This record from the Open Molecules 2025 dataset describes C6H14BNO2 in the gas phase in a non-equilibrium geometry. The level of theory is ωB97M-V with the def2-TZVPD basis set.

Last column: natural (NBO) charge in e.
Cartesian coordinates (Å):
B: -0.748314 -0.111621 0.157303  1.12
C: 2.485484 1.364815 0.053232  -0.03
C: 3.642315 1.077323 -0.881330  -0.66
C: -1.144188 -2.439864 -0.682476  -0.60
C: -2.366298 1.618063 0.751582  -0.59
C: -0.634569 -1.657246 0.536966  -0.80
C: -2.065351 0.447683 -0.280389  -0.88
N: 1.335856 0.788337 -0.139663  0.36
O: 0.210340 0.944441 0.571233  -0.53
O: 1.148622 0.042933 -1.121356  -0.53
H: 2.640712 2.077969 0.884184  0.21
H: 3.403674 1.542415 -1.861967  0.24
H: 3.591890 -0.073934 -0.932441  0.25
H: 4.621619 1.439670 -0.497588  0.23
H: -0.262473 -2.424831 -1.380681  0.22
H: -1.390712 -3.517998 -0.447858  0.21
H: -2.015026 -2.033602 -1.195511  0.21
H: -3.391930 2.037714 0.789232  0.22
H: -1.920681 1.341482 1.831977  0.20
H: -1.703999 2.517786 0.500272  0.21
H: -1.232528 -1.969290 1.395961  0.23
H: 0.366144 -1.882187 0.792186  0.22
H: -2.989855 -0.101431 -0.254838  0.23
H: -2.028003 1.094719 -1.168721  0.26

Atoms 1-2, force components in eV/Å:
1.0282 -1.2571 0.7621
0.3904 1.3023 1.4268

- Gap between HOMO and LUMO: 9.6 eV
- LUMO energy: 0.79 eV
- Spin multiplicity: 1
- Energy relative to the best compared isomer or geometry (same formula, charge and spin): 145.6 kcal per mole

Record 7
This record from the Open Molecules 2025 dataset describes C6H14Br2Si in the gas phase in a non-equilibrium geometry. The level of theory is ωB97M-V with the def2-TZVPD basis set.

Last column: natural (NBO) charge in e.
Cartesian coordinates (Å):
C: -2.256542 2.433502 0.402228  -0.60
C: 1.844264 -0.456671 -0.242225  -0.65
C: 0.531439 -2.459188 0.337412  -0.64
C: -0.188808 -0.850254 -1.601647  -0.64
C: -0.805797 1.945336 0.574326  -0.98
C: 0.421408 -0.973089 -0.170845  -0.38
Si: -0.490799 0.240296 1.208172  1.45
Br: -2.593090 -0.640217 1.686054  -0.35
Br: 0.737104 0.212449 3.081819  -0.30
H: -2.426109 3.352853 -0.139762  0.22
H: -2.982509 1.764468 0.029752  0.22
H: -2.555547 2.590657 1.459788  0.21
H: 1.727443 0.548548 -0.607452  0.20
H: 2.209555 -0.371882 0.760151  0.22
H: 2.189715 -1.200142 -0.986725  0.22
H: -0.524999 -2.846622 0.569809  0.22
H: 1.137495 -2.486279 1.213766  0.22
H: 0.834852 -3.257516 -0.299140  0.22
H: -1.249417 -1.337747 -1.738944  0.23
H: -0.136788 0.114425 -2.144209  0.22
H: 0.487227 -1.497456 -2.187067  0.21
H: -0.369912 2.672645 1.310204  0.26
H: -0.170353 1.950221 -0.451728  0.24

Atoms 1-2, force components in eV/Å:
0.2229 0.2492 1.8458
-1.6471 -0.1992 -0.8705

- Gap between HOMO and LUMO: 10.2 eV
- LUMO energy: 0.53 eV
- Spin multiplicity: 1
- Energy relative to the best compared isomer or geometry (same formula, charge and spin): 5.0 kcal per mole

Record 8
This record from the Open Molecules 2025 dataset describes a gas-phase ion, C6H14BrN2O2 (charge +1) in a non-equilibrium geometry. The level of theory is ωB97M-V with the def2-TZVPD basis set.

Last column: natural (NBO) charge in e.
Cartesian coordinates (Å):
C: -0.153619 0.558106 -0.457393  0.91
C: -0.019554 -1.100748 1.963224  -0.65
C: 1.139449 -2.750219 0.427421  -0.66
C: 2.288638 -0.506637 1.124744  -0.67
C: -1.515735 2.435334 -2.092161  0.12
C: 1.001064 -1.311129 0.845487  0.35
N: -0.334885 1.127626 -1.626701  -0.68
N: -2.698031 1.812655 -1.932307  -0.86
O: -0.543402 1.246461 0.607606  -0.66
O: 0.387184 -0.582901 -0.440016  -0.50
Br: -1.103236 3.965462 -0.919724  0.10
H: -0.993814 -1.042750 1.565247  0.23
H: 0.017435 -1.878658 2.601548  0.23
H: 0.041558 -0.152503 2.436965  0.23
H: 2.149949 -2.936735 0.282901  0.23
H: 0.620911 -2.982438 -0.526084  0.25
H: 0.621507 -3.395210 1.212183  0.24
H: 3.000745 -0.439327 0.328797  0.24
H: 2.191340 0.412743 1.673933  0.24
H: 2.731205 -1.042706 1.967528  0.24
H: -0.986461 2.677770 -3.065255  0.26
H: 0.114831 0.513778 -2.374113  0.42
H: -3.256043 1.394920 -2.714475  0.44
H: -3.437907 2.113703 -1.244822  0.43
H: -1.263129 1.863403 0.355467  0.51

Atoms 1-2, force components in eV/Å:
-0.8066 2.0155 -0.9279
0.4446 1.7831 -2.2652

- Gap between HOMO and LUMO: 11.0 eV
- LUMO energy: -3.09 eV
- Spin multiplicity: 1
- Total charge: +1
- Energy relative to the best compared isomer or geometry (same formula, charge and spin): 54.8 kcal per mole

Record 9
This record from the Open Molecules 2025 dataset describes a molecular structure, C6H14ClIrLaO2 in a non-equilibrium geometry. The level of theory is ωB97M-V with the def2-TZVPD basis set.

Last column: Mulliken spin population.
Cartesian coordinates (Å):
La: 0.701799 0.081372 1.447499  0.01
Cl: -1.675999 -1.133421 1.730148  0.00
C: 1.942337 -1.849566 0.704500  -0.01
H: 2.971069 -2.001404 0.248972  0.00
H: 1.091300 -1.702823 -0.132539  0.01
H: 1.657374 -2.738918 1.306129  0.00
Ir: -1.265302 0.199325 -1.955425  3.07
C: -2.308007 1.760953 -1.188752  0.23
C: -2.481188 -1.368089 -2.232242  0.34
C: -0.199000 -0.114869 -3.527922  1.01
H: -2.086282 -2.027811 -3.031608  0.03
H: -2.714693 -1.953705 -1.336541  0.03
H: -3.421908 -0.924343 -2.607131  0.04
H: -1.893289 2.769059 -1.478731  0.02
H: -3.355037 1.822342 -1.556353  0.03
H: -2.369781 1.752033 -0.093520  0.01
H: -0.524283 -1.065049 -4.104844  0.05
H: 0.565277 0.611046 -3.897657  0.07
C: 1.527126 -0.093222 3.593170  0.03
O: 3.667042 3.398738 2.787621  0.00
C: 3.027889 2.804880 1.999834  0.00
O: 2.371098 2.158409 1.248711  0.01
H: 2.120468 0.741507 4.026713  0.00
H: 2.069288 -1.004655 3.885617  0.00
H: 0.582702 -0.121787 4.164352  0.00

Atoms 1-2, force components in eV/Å:
-0.9156 0.0119 -1.5737
-0.0920 0.1138 -0.0532

- Gap between HOMO and LUMO (alpha / beta): 6.3 / 5.3 eV
- LUMO energy (alpha / beta): -0.51 / -2.71 eV
- Spin multiplicity: 6
- Energy relative to the best compared isomer or geometry (same formula, charge and spin): 0.0 kcal per mole

Record 10
This record from the Open Molecules 2025 dataset describes 2 unconnected molecules or ions with the total composition C6H14F in a non-equilibrium geometry. The level of theory is ωB97M-V with the def2-TZVPD basis set.

Last column: natural (NBO) charge in e.
Cartesian coordinates (Å):
C: -0.064467 -0.305207 0.919832  -0.20
H: 0.431654 -1.939880 -0.354327  0.17
F: -1.152974 3.080770 -0.883590  -0.99
C: 0.373997 -0.837293 -0.464639  -0.20
C: -1.583485 -0.304112 1.085319  -0.61
H: -2.046427 0.396232 0.375251  0.25
H: -2.007033 -1.305308 0.896119  0.18
H: -1.867409 0.001045 2.105175  0.19
C: 0.545113 1.042280 1.310451  -0.63
H: -0.095224 1.539651 2.058976  0.21
H: 1.536761 0.905520 1.771404  0.18
H: 0.680204 1.707240 0.426014  0.27
C: 1.774765 -0.352309 -0.842922  -0.61
H: 1.725790 0.669253 -1.247592  0.22
H: 2.455339 -0.358349 0.024950  0.20
H: 2.213489 -0.998137 -1.620321  0.19
C: -0.622046 -0.522771 -1.585512  -0.64
H: -1.565113 -1.075160 -1.448408  0.19
H: -0.857774 0.565931 -1.630845  0.28
H: -0.202692 -0.835481 -2.557149  0.19
H: 0.327535 -1.073916 1.661813  0.16

Atoms 1-2, force components in eV/Å:
0.2919 -0.9730 1.0390
-0.0888 0.3273 -0.1407

- Gap between HOMO and LUMO: 7.3 eV
- LUMO energy: 3.82 eV
- Spin multiplicity: 1
- Total charge: -1

Among the records above, which one has the highest spin multiplicity? C6H14ClIrLaO2